# 1
Density functional theory data (ωB97M-V with the def2-TZVPD basis set) for a 7-piece molecular cluster, C22H54BN8O9 overall at a distorted geometry.

Last column: Löwdin charge in e.
CARTESIAN COORDINATES (ANGSTROEM)
O: 3.10059 -1.22537 -0.81927  0.068
B: 2.26998 -1.00652 -2.02335  -0.517
O: 2.79852 -1.55104 -3.31823  0.042
O: 0.99428 -0.26760 -2.08298  0.016
C: -0.08197 -1.00120 -1.33763  -0.285
C: -1.47952 -0.26253 -1.67832  -0.052
N: -2.67386 -1.10306 -1.99407  0.006
C: -2.49459 -2.59490 -1.98931  -0.133
C: -1.32224 -3.01547 -0.90810  -0.112
N: -0.01450 -2.49082 -1.53805  -0.016
H: 3.35602 -2.21431 -0.79290  0.146
H: 2.12582 -2.23630 -3.65948  0.108
H: 0.16389 -0.80340 -0.18618  0.153
H: -1.77432 0.43133 -0.75282  0.169
H: -1.31052 0.49426 -2.57998  0.158
H: -2.99439 -0.83611 -2.97451  0.198
H: -3.50435 -0.88742 -1.36399  0.182
H: -2.22225 -2.93434 -3.10033  0.150
H: -3.54144 -3.10310 -1.76473  0.129
H: -1.58907 -2.43266 0.09459  0.149
H: -1.33296 -4.17859 -0.77755  0.142
H: -0.11843 -2.77066 -2.55534  0.076
C: -2.63890 3.19999 -6.07004  -0.014
C: -2.21435 3.59554 -4.68233  -0.557
O: -3.01346 4.01824 -3.84876  0.015
N: -0.89482 3.47363 -4.35828  -0.006
C: 0.18929 3.00264 -5.18681  -0.077
H: -3.71762 3.35277 -6.17810  0.089
H: -2.12692 3.82070 -6.80880  0.089
H: -2.42148 2.14318 -6.24055  0.081
H: -0.68531 3.75859 -3.40845  0.138
H: 0.63901 2.13596 -4.69705  0.077
H: 0.93125 3.80076 -5.26107  0.087
H: -0.14399 2.72190 -6.18823  0.080
C: -1.18591 -6.24142 -3.69949  0.003
C: 0.16546 -5.58654 -3.61343  -0.501
O: 0.30732 -4.42554 -3.23393  -0.008
N: 1.25654 -6.32232 -3.97285  0.015
C: 1.29972 -7.68735 -4.44022  -0.067
H: -1.95563 -5.53096 -3.38101  0.073
H: -1.39368 -6.53577 -4.73069  0.094
H: -1.22328 -7.10990 -3.03803  0.094
H: 2.12998 -5.81506 -3.88871  0.149
H: 1.92489 -8.26184 -3.75292  0.091
H: 1.75567 -7.69205 -5.43275  0.091
H: 0.30743 -8.14035 -4.49395  0.081
C: 1.28625 -1.23834 4.34668  -0.003
C: 1.16608 -1.04707 2.85959  -0.535
O: 0.52116 -1.81734 2.15048  -0.008
N: 1.80110 0.02235 2.29914  0.013
C: 2.59963 1.03131 2.95331  -0.077
H: 0.72746 -2.13126 4.64515  0.085
H: 2.33390 -1.37901 4.62204  0.092
H: 0.86480 -0.37692 4.86967  0.075
H: 1.67479 0.08520 1.29546  0.116
H: 2.14185 2.00422 2.76055  0.079
H: 3.59979 1.00965 2.51488  0.086
H: 2.67172 0.87071 4.03116  0.057
C: 3.11877 6.39545 1.58107  -0.009
C: 3.54479 4.95303 1.56204  -0.540
O: 3.89149 4.35931 2.58155  0.010
N: 3.53918 4.30046 0.36406  0.003
C: 3.16966 4.81560 -0.93274  -0.080
H: 3.17562 6.77830 2.60520  0.087
H: 3.78548 6.99048 0.95289  0.089
H: 2.08613 6.48486 1.23630  0.087
H: 3.83774 3.33416 0.43033  0.140
H: 2.34433 4.21101 -1.31556  0.076
H: 4.03079 4.71289 -1.59676  0.087
H: 2.86452 5.86347 -0.89269  0.079
C: 2.48625 2.44117 8.06136  -0.011
C: 2.36608 2.63244 6.57427  -0.530
O: 1.72116 1.86217 5.86516  -0.001
N: 3.00110 3.70186 6.01382  0.015
C: 3.79963 4.71082 6.66799  -0.075
H: 1.92746 1.54824 8.35983  0.086
H: 3.53390 2.30050 8.33672  0.087
H: 2.06480 3.30259 8.58435  0.087
H: 2.87479 3.76471 5.01014  0.123
H: 3.34185 5.68372 6.47523  0.085
H: 4.79979 4.68916 6.22956  0.087
H: 3.87172 4.55021 7.74584  0.077
C: -5.23410 -3.41178 1.68534  -0.001
C: -5.63148 -2.43877 0.60934  -0.531
O: -5.31828 -2.60147 -0.56859  -0.017
N: -6.36322 -1.34655 0.97350  0.005
C: -6.82625 -0.97937 2.29046  -0.068
H: -4.65570 -4.22872 1.24181  0.088
H: -4.61013 -2.91182 2.42957  0.092
H: -6.12522 -3.83509 2.15426  0.093
H: -6.59279 -0.73804 0.19614  0.144
H: -7.91629 -0.91453 2.26119  0.091
H: -6.41262 0.00165 2.53444  0.089
H: -6.52541 -1.70060 3.05339  0.082

Atoms 1-3, force components in eV/Å:
-2.2 -1.2 -2.5
1.2 -1.3 -0.7
-2.6 -0.5 2.5

Calculated values
net charge	+1
HOMO	-10.7	eV
LUMO level	-2.56	eV
total energy	-54712.1364	eV

***

# 2
Density functional theory data (ωB97M-V with the def2-TZVPD basis set) for a 3-piece molecular cluster, C4H15NO2S overall at a distorted geometry.

Last column: natural (NBO) charge in e.
CARTESIAN COORDINATES (ANGSTROEM)
C: -0.05953 2.84088 0.93561  -0.406
C: 0.59473 2.18182 2.17738  -0.441
C: 0.78898 0.67430 2.16230  -0.499
S: -0.72947 -0.39472 1.80572  -0.101
C: 0.84832 2.95522 -0.36122  -0.221
N: 1.45350 1.72967 -0.90096  -0.840
H: -0.34345 3.95194 1.01862  0.222
H: -1.07638 2.29104 0.59056  0.204
H: 0.16775 2.51614 3.12554  0.218
H: 1.61306 2.61640 2.01902  0.211
H: 1.32899 0.21872 2.98490  0.236
H: 1.55529 0.43417 1.47546  0.217
H: -1.20722 -0.74107 3.04363  0.140
H: 1.67963 3.60712 -0.03095  0.168
H: 0.18840 3.44012 -1.08813  0.190
H: 1.07668 1.50061 -1.85923  0.356
H: 1.16464 0.97525 -0.37631  0.346
H: -0.26099 -4.15811 -4.02025  0.480
H: -1.16623 -5.25410 -4.37021  0.463
O: -0.85813 -4.82046 -3.67446  -0.934
H: -2.64941 -6.12348 -1.67589  0.450
H: -1.79730 -4.97986 -1.87776  0.487
O: -2.31186 -5.46160 -1.10337  -0.946

Atoms 1-3, force components in eV/Å:
-2.5 -0.4 -2.2
0.9 1.1 -0.9
-1.0 -0.8 0.4

Calculated values
HOMO	-9.1	eV
LUMO level	0.50	eV
total energy	-20809.9012	eV
relative energy (zero: lowest compared OMol25 entry of this formula, charge and spin)	1.9733	eV
SMILES	NCCCCS.O.O

***

# 3
Density functional theory data (ωB97M-V with the def2-TZVPD basis set) for a 2-piece molecular cluster, C19H21BrN4O3 overall at a distorted geometry.

Last column: natural (NBO) charge in e.
CARTESIAN COORDINATES (ANGSTROEM)
O: 1.03809 0.87501 2.48761  -0.682
O: -4.09578 0.19271 0.51960  -0.631
Br: 2.95585 3.40280 1.28407  0.051
N: 5.50916 2.68275 0.34480  -0.412
O: 2.68223 0.34006 0.53716  -0.718
C: -0.01032 0.58005 1.93063  0.706
C: -3.18808 0.51156 1.27872  0.663
C: 0.29413 0.63927 -1.55661  -0.003
C: -1.04156 0.59761 -1.34715  -0.142
C: 6.43778 1.85742 -0.16563  0.004
C: 4.27344 2.20380 0.58542  0.078
C: 6.16468 0.51857 -0.46244  -0.235
C: -2.85233 -2.57454 -2.66999  -0.246
C: -1.71179 -3.22560 -3.17262  -0.211
C: 4.88939 0.01187 -0.22195  -0.226
C: -2.74213 -1.31357 -2.05368  -0.209
C: -0.45147 -2.61451 -3.06199  -0.245
C: 3.92809 0.86170 0.31290  0.245
C: -1.49176 -0.67129 -1.92032  -0.030
C: -0.35550 -1.35767 -2.44702  0.115
N: 0.70413 -0.51459 -2.19287  -0.528
N: -3.12804 0.04080 2.53147  -0.607
N: -0.86140 1.55836 1.62023  -0.611
C: -0.28438 -0.87997 1.62301  -0.721
C: -4.08731 -0.90335 3.10141  -0.413
C: -1.84520 1.66609 -0.66553  -0.420
C: -2.12089 1.54306 0.84920  -0.125
H: 2.24716 0.74650 1.32933  0.522
H: 0.94415 1.45107 -1.25155  0.227
H: 7.43386 2.24599 -0.35438  0.200
H: 6.94585 -0.11112 -0.87468  0.221
H: -3.82210 -3.04441 -2.76116  0.213
H: -1.80664 -4.19370 -3.64472  0.213
H: 4.63963 -1.02327 -0.43551  0.231
H: -3.62937 -0.82486 -1.67978  0.234
H: 0.43071 -3.10288 -3.44631  0.210
H: 1.66860 -0.70511 -2.42076  0.411
H: -2.37340 0.36662 3.11512  0.400
H: -0.52646 2.47063 1.89090  0.415
H: 0.65186 -1.35950 1.34273  0.256
H: -0.98311 -0.99330 0.80039  0.235
H: -0.68267 -1.36486 2.51141  0.235
H: -3.92457 -1.00859 4.17482  0.209
H: -3.97551 -1.87685 2.61987  0.208
H: -5.10426 -0.54472 2.92652  0.218
H: -2.80162 1.74561 -1.18376  0.243
H: -1.33137 2.61447 -0.82923  0.219
H: -2.60975 2.48391 1.10231  0.232

Atoms 1-3, force components in eV/Å:
0.6 0.3 0.7
0.5 0.3 0.1
0.4 -0.3 -0.2

Calculated values
HOMO	-7.9	eV
LUMO level	0.36	eV
total energy	-102190.4669	eV
SMILES	CNC(=O)[C@H](Cc1c[nH]c2ccccc12)NC(C)=O.Oc1cccnc1Br

***

# 4
Density functional theory data (ωB97M-V with the def2-TZVPD basis set) for C4H7NS in the gas phase at a distorted geometry.

Last column: natural (NBO) charge in e.
CARTESIAN COORDINATES (ANGSTROEM)
C: -0.20319 1.62679 0.18962  0.221
C: -1.15466 0.41664 0.48448  -0.564
C: -0.45406 -0.84378 0.24022  -0.426
C: 1.59426 0.44893 -0.64603  -0.148
N: 0.96262 1.49770 -0.20659  -0.438
S: 2.90302 -0.33097 0.34017  -0.025
H: -0.71020 2.62506 0.53694  0.188
H: -1.44854 0.44015 1.48663  0.229
H: -2.05456 0.43444 0.03209  0.223
H: 0.31404 -1.03620 1.01942  0.201
H: -0.73746 -1.42565 -0.61564  0.202
H: 1.95353 0.53940 -1.62429  0.198
H: 3.44011 -1.12732 -0.61656  0.138

Atoms 1-3, force components in eV/Å:
-2.7 1.3 1.9
3.4 -0.8 -0.3
1.7 1.0 0.2

Calculated values
HOMO (spin up / spin down)	-7.5 / -6.9	eV
LUMO level (spin up / spin down)	0.72 / 0.73	eV
total energy	-16582.2753	eV
relative energy (zero: lowest compared OMol25 entry of this formula, charge and spin)	4.6560	eV